(a)
{
  "formula": "C5H9N2O",
  "method": "ωB97M-V/def2-TZVPD",
  "orbital_gap_ev": 10.88,
  "smiles": "CCc1ocn[n+]1C",
  "multiplicity": 1,
  "total_charge": 1,
  "species": ["C", "C", "C", "C", "C", "N", "N", "O", "H", "H", "H", "H", "H", "H", "H", "H", "H"],
  "coordinates": [[-1.55928, 1.34956, -2.18470], [-0.52828, 0.95046, -0.41302], [-0.60982, -0.59593, 1.64537], [1.21267, -0.65216, -1.51212], [-0.14228, 0.87070, 1.02718], [-0.56166, 0.60307, -2.55910], [0.12629, 0.29210, -1.47545], [-1.58447, 1.60058, -0.91312], [-2.13723, 1.68301, -3.01111], [-0.28976, -0.69156, 2.64145], [-0.03741, -1.44248, 1.22009], [-1.64508, -0.78061, 1.47871], [1.30119, -0.71480, -2.56732], [1.88587, -0.14543, -0.96940], [0.85132, -1.47437, -0.97006], [0.91925, 1.22757, 1.18662], [-0.77252, 1.66010, 1.45798]]
}

(b)
{
  "formula": "C5H9N2O",
  "method": "ωB97M-V/def2-TZVPD",
  "orbital_gap_ev": 8.94,
  "multiplicity": 1,
  "total_charge": 1,
  "species": ["C", "C", "C", "C", "C", "N", "N", "O", "H", "H", "H", "H", "H", "H", "H", "H", "H"],
  "coordinates": [[-3.14086, -0.09084, 0.68122], [-2.91146, -0.74006, -0.56214], [-2.17514, 0.84982, 0.80344], [-1.82047, -0.14758, -1.10361], [1.76350, -0.10615, 0.05705], [1.36703, 1.05893, -0.35353], [3.00771, -0.45396, 0.25298], [-1.35856, 0.83280, -0.28200], [-3.92579, -0.30198, 1.37776], [-3.48970, -1.53313, -0.98540], [-1.95831, 1.57439, 1.56162], [0.99863, -0.85226, 0.25541], [0.35688, 1.23926, -0.43631], [2.01600, 1.80664, -0.56711], [3.24585, -1.38332, 0.56868], [3.77529, 0.19028, 0.10785], [-1.30302, -0.29187, -2.03180]]
}

(c)
{
  "formula": "C5H9N2O",
  "method": "ωB97M-V/def2-TZVPD",
  "orbital_gap_ev": 11.35,
  "multiplicity": 1,
  "total_charge": 1,
  "species": ["C", "C", "C", "C", "C", "N", "N", "O", "H", "H", "H", "H", "H", "H", "H", "H", "H"],
  "coordinates": [[0.37499, 1.40717, 1.13731], [-1.33246, -0.41443, 2.22775], [-0.53801, 0.54876, -1.87439], [0.68953, -1.34420, -0.60252], [0.73105, 0.14675, -1.06498], [-0.22489, 0.08176, 2.40773], [0.63139, 1.07595, 0.04430], [-2.36934, -0.86399, 2.08488], [0.40017, 2.14045, 1.93966], [-1.38851, 0.65069, -1.28852], [-0.33088, 1.40825, -2.44781], [-0.59891, -0.19670, -2.58776], [-0.39018, -1.61838, -0.31150], [1.39750, -1.49255, 0.09260], [0.85902, -2.04176, -1.48778], [1.72315, 0.33773, -1.43661], [0.36638, 0.17448, 3.16764]]
}

(b) comes first in stability; the runner-up is 0.0803 hartree higher.